Version w
19
Properties=species:S:1:pos:R:3:nbo_charge:R:1 method="wB97M-V/def2-TZVPD" smiles="[H]/N=C/NCC.O.O" homo_lumo_gap_ha=0.3407 charge=0 e_homo_ev=-8.575 e_lumo_ev=0.7
H -0.58 2.09 1.79 0.21
O -2.28 -2.29 -0.39 -0.95
H -2.62 -2.07 0.47 0.48
H 1.40 1.28 -1.14 0.38
C 0.20 -0.21 -1.63 0.33
H -0.21 0.48 1.28 0.22
H 1.87 -0.81 0.93 0.49
H -0.72 -0.55 -2.13 0.17
C -0.02 1.52 1.04 -0.62
H 0.62 -1.99 -0.97 0.37
H 2.51 -1.31 2.24 0.47
N 1.02 -1.10 -1.24 -0.79
H -1.98 -3.19 -0.38 0.47
H -0.38 2.85 -0.53 0.19
O 1.73 -0.91 1.89 -0.97
N 0.42 1.12 -1.33 -0.64
H 1.03 1.79 1.12 0.21
H -1.52 1.52 -0.59 0.20
C -0.48 1.78 -0.40 -0.21

Version x
19
Properties=species:S:1:pos:R:3:nbo_charge:R:1 method="wB97M-V/def2-TZVPD" homo_lumo_gap_ha=0.3453 charge=0 e_homo_ev=-8.826 e_lumo_ev=0.6
N -1.99 1.60 -0.27 -0.81
H 1.02 -0.60 -2.37 0.20
H 1.28 0.71 -1.40 0.19
O -2.44 -1.57 1.59 -0.95
H -2.86 1.22 -0.63 0.36
C 0.84 -0.33 -1.35 -0.23
H 1.58 1.75 2.11 0.47
H 0.81 1.27 0.90 0.47
H -2.36 -0.65 1.63 0.47
H -1.84 -1.99 2.25 0.48
O 1.72 1.52 1.22 -0.94
C -0.89 1.24 -0.81 0.30
N -0.53 -0.08 -1.04 -0.63
H -0.12 2.06 -0.89 0.16
C 1.58 -1.20 -0.34 -0.64
H 2.52 -0.67 0.05 0.24
H 1.92 -2.17 -0.74 0.21
H -1.14 -0.60 -0.39 0.42
H 0.91 -1.50 0.48 0.21

The energy of each structure relative to the most stable one, in kJ/mol, is as follows: version w 0.0; version x 57.4.